The following is a DFT calculation (the ωB97M-V functional and the def2-TZVPD basis) of an isolated molecule of C13H16N2O3S at a distorted geometry.

Structure (XYZ):
```
35
Properties=species:S:1:pos:R:3:lowdin_charge:R:1
C -3.8778 -3.4023 0.2265 -0.09
H 2.1430 -2.4862 -0.5666 0.16
H -2.4380 4.5701 -0.4423 0.09
H 5.8692 0.8516 0.9751 0.08
S 0.6161 0.8355 -0.5453 1.15
C 4.9520 0.5024 1.4436 -0.10
C -2.8973 3.5899 -0.3271 -0.09
C -1.0642 0.4498 -0.3297 -0.37
H 3.7540 2.1030 0.6483 0.11
N -0.0733 -1.6544 -0.3075 0.13
O -2.6058 -2.8290 0.0526 -0.07
C 0.9561 -0.9052 -0.4725 -0.55
C -3.3913 0.7910 -0.0887 -0.02
H 4.9711 -0.5844 1.4547 0.07
H -4.2617 1.4241 -0.0306 0.10
H -3.7103 -4.4769 0.2747 0.09
N 2.1935 -1.4702 -0.5901 0.13
H 4.9321 0.8594 2.4706 0.07
O -1.8382 2.6666 -0.3851 -0.10
O 4.3617 -1.8167 -0.9206 0.08
C -2.5175 -1.4784 -0.0423 -0.22
H 4.6794 0.6673 -1.2265 0.13
H 2.9395 0.9959 -1.3379 0.06
H -4.5405 -3.1769 -0.6158 0.10
C 3.4780 -1.0027 -0.7800 -0.48
H -3.4175 3.5436 0.6351 0.10
H -4.3476 -3.0674 1.1574 0.10
C -1.2287 -0.9398 -0.2220 -0.23
C 3.7361 1.0123 0.6806 -0.26
C -2.1348 1.3417 -0.2663 -0.30
C -3.5744 -0.5885 0.0200 -0.02
C 3.7094 0.4836 -0.7613 -0.15
H 2.8245 0.7118 1.2003 0.08
H -4.5813 -0.9485 0.1563 0.10
H -3.6153 3.4279 -1.1376 0.10
```

Properties
* energy above the lowest of the compared OMol25 structures with the same formula, charge and spin: 118.6 kJ/mol
* total charge: 0
* F_max: 1.1 eV Å⁻¹
* frontier orbital gap: 8.50 eV
* energy: -33698.704 eV